Formula: C36H53NP2Re
Source: OMol25
Level of theory: ωB97M-V with the def2-TZVPD basis set

```
93
Properties=species:S:1:pos:R:3
Re -0.805 -0.954 -2.928
C -0.768 -2.100 -1.166
C 0.635 -2.164 -1.582
C 0.471 -0.560 0.095
C -0.839 -0.957 -0.242
C 1.374 -1.261 -0.729
C -1.635 -3.341 -0.920
H -1.512 -4.132 -1.678
H -2.709 -3.101 -0.893
H -1.387 -3.743 0.080
C -2.068 -0.382 0.349
H -2.927 -0.538 -0.308
H -1.941 0.693 0.528
H -2.325 -0.828 1.320
C 0.735 0.508 1.105
H 0.397 0.233 2.114
H 0.154 1.406 0.848
H 1.792 0.765 1.196
C 2.847 -1.203 -0.611
H 3.208 -1.890 0.173
H 3.200 -0.200 -0.329
H 3.327 -1.491 -1.554
C 1.266 -3.389 -2.184
H 1.488 -4.114 -1.398
H 2.221 -3.176 -2.670
H 0.626 -3.855 -2.938
C -1.550 0.017 -5.458
C -1.746 -1.313 -5.696
C -0.717 -2.357 -5.985
C 0.667 -2.098 -5.364
C 0.728 -1.484 -3.991
C 0.689 0.029 -3.872
C 0.807 0.830 -5.179
C -0.428 0.806 -6.083
H -0.623 -2.652 -7.058
H 1.295 -1.508 -6.036
H -1.144 -3.268 -5.534
H -0.096 0.353 -7.025
H -2.421 0.657 -5.246
H -2.787 -1.661 -5.878
H -0.703 1.841 -6.364
H 1.106 1.859 -4.978
H 1.480 0.382 -3.185
H 1.685 0.373 -5.643
H 1.192 -3.056 -5.257
H 1.689 -1.760 -3.606
P -1.376 1.537 -2.094
P 1.611 2.509 -1.398
C -0.774 3.004 -2.978
C 0.693 3.476 -2.699
H -1.450 3.844 -2.763
H -0.895 2.701 -4.028
H 1.262 3.439 -3.648
H 0.703 4.525 -2.338
C 1.870 3.616 0.006
H 2.670 3.171 0.608
H 0.966 3.707 0.612
H 2.178 4.582 -0.393
C 3.313 2.408 -2.081
H 3.432 3.189 -2.844
H 3.465 1.405 -2.507
H 4.005 2.556 -1.243
C -3.147 1.599 -2.511
H -3.672 0.768 -2.006
H -3.224 1.491 -3.605
H -3.595 2.549 -2.170
C -2.655 -1.816 -3.214
H -2.601 -2.912 -3.387
H -3.283 -1.330 -3.949
H -3.070 -1.639 -2.230
C -3.962 5.092 -1.095
C -2.603 5.392 -0.939
C -1.823 4.652 -0.062
C -2.373 3.576 0.681
C -3.721 3.204 0.421
C -4.522 4.004 -0.391
N -1.648 2.873 1.620
C -1.286 3.432 2.799
C -0.864 2.589 3.878
C -0.500 3.123 5.107
C -0.513 4.518 5.310
C -0.921 5.367 4.265
C -1.319 4.841 3.043
H -4.596 5.707 -1.755
H -2.150 6.202 -1.528
H -0.786 4.917 0.131
H -4.103 2.303 0.915
H -5.589 3.785 -0.496
H -0.858 1.508 3.698
H -0.209 2.452 5.932
H -0.221 4.935 6.280
H -0.932 6.446 4.417
H -1.648 5.509 2.245
```

Computed properties:
F_max = 4.26 eV/A
net charge = +2
calculated total energy = -2218.476760 hartree
spin multiplicity = 4
<S²> = 3.82
HOMO-LUMO gap (alpha / beta) = 5.1 / 5.1 eV
LUMO level (alpha / beta) = -0.2687 / -0.2931 Ha
highest occupied orbital energy (alpha / beta) = -12.46 / -13.11 eV

---

Formula: C36H54BN2P2SnTe
Source: OMol25
Level of theory: ωB97M-V with the def2-TZVPD basis set

```
97
Properties=species:S:1:pos:R:3
Sn 0.047 -0.550 -0.406
C -1.442 3.628 -3.674
C -2.449 3.162 -2.617
C -3.326 4.344 -2.188
C -3.336 2.084 -3.257
P -1.512 2.282 -1.255
C -2.866 2.145 0.005
N -2.679 1.033 0.920
B -1.698 -0.006 0.958
N -2.022 -0.808 2.112
C -1.366 -1.984 2.637
P 0.002 -2.500 1.502
C 1.548 -2.229 2.498
C 1.508 -0.746 2.921
C 2.776 -2.445 1.603
C 1.656 -3.104 3.750
C -0.393 -4.273 1.105
C -1.802 -4.246 0.489
C 0.610 -4.783 0.064
C -0.410 -5.210 2.317
C -3.152 -0.263 2.736
C -3.836 -0.664 3.868
C -4.947 0.081 4.254
C -5.349 1.196 3.525
C -4.655 1.603 2.388
C -3.551 0.862 2.003
C -0.298 3.469 -0.447
C 1.021 3.361 -1.230
C -0.735 4.932 -0.383
C -0.040 2.996 0.991
H -1.981 3.956 -4.568
H -0.768 2.819 -3.969
H -0.838 4.468 -3.331
H -3.908 4.677 -3.052
H -2.747 5.195 -1.839
H -4.041 4.074 -1.409
H -4.023 2.559 -3.962
H -3.939 1.530 -2.535
H -2.735 1.362 -3.810
H -3.812 2.027 -0.527
H -2.943 3.082 0.568
H -2.075 -2.806 2.751
H -0.951 -1.789 3.630
H 1.203 -0.070 2.116
H 2.514 -0.446 3.223
H 0.843 -0.575 3.768
H 2.780 -1.772 0.744
H 2.848 -3.468 1.235
H 3.675 -2.244 2.190
H 0.716 -3.182 4.299
H 2.391 -2.660 4.426
H 1.997 -4.110 3.511
H -1.936 -3.432 -0.223
H -2.577 -4.160 1.251
H -1.970 -5.181 -0.049
H 0.680 -4.113 -0.795
H 0.284 -5.763 -0.295
H 1.609 -4.903 0.481
H -0.945 -4.785 3.168
H 0.593 -5.479 2.642
H -0.926 -6.132 2.039
H -3.522 -1.528 4.442
H -5.504 -0.210 5.135
H -6.217 1.758 3.845
H -4.975 2.472 1.828
H 0.913 3.687 -2.265
H 1.395 2.335 -1.241
H 1.779 3.994 -0.759
H -0.809 5.391 -1.368
H 0.014 5.494 0.182
H -1.690 5.056 0.132
H 0.279 1.953 1.036
H -0.914 3.109 1.634
H 0.766 3.603 1.412
Te -1.848 -1.280 -2.520
C -2.282 -3.301 -2.936
C -1.295 -4.265 -3.078
C -1.650 -5.561 -3.420
C -2.986 -5.893 -3.604
C -3.971 -4.928 -3.455
C -3.621 -3.623 -3.126
C -0.489 -1.005 -4.107
C -0.926 -0.350 -5.252
C -0.053 -0.183 -6.320
C 1.243 -0.672 -6.242
C 1.675 -1.324 -5.093
C 0.813 -1.486 -4.019
H -0.252 -4.016 -2.939
H -0.880 -6.312 -3.543
H -3.258 -6.907 -3.870
H -5.012 -5.184 -3.603
H -4.392 -2.870 -3.024
H -1.942 0.018 -5.324
H -0.390 0.325 -7.214
H 1.920 -0.543 -7.076
H 2.688 -1.700 -5.030
H 1.168 -1.962 -3.112
```

Computed properties:
F_max = 0.30 eV/A
net charge = +1
calculated total energy = -2703.441432 hartree
HOMO-LUMO gap = 7.6 eV
LUMO level = -0.0938 Ha
highest occupied orbital energy = -10.18 eV